# C21H27N3O4S

One molecule with the formula C21H27N3O4S (wB97M-V/def2-TZVPD, OMol25).

Its HOMO energy is -7.98 eV. As for the structure (SMILES): CC(C)NS(=O)(=O)c1ccc(OCC(=O)N2CCN(c3ccccc3)CC2)cc1. The total energy is -1679.835088 Eh. As for the total charge: 0. The energy above the lowest of the compared OMol25 structures with the same formula, charge and spin is 60.5 kcal per mole. For the gap between HOMO and LUMO, the calculation gives 8.418 eV.

Structure (XYZ):
```
56
Properties=species:S:1:pos:R:3:forces:R:3:mulliken_charge:R:1
C 1.865158 -3.416750 0.489869 -0.27 0.17 0.11 -1.4734
C 0.598449 -2.798765 -0.094526 0.47 0.37 -0.16 1.2369
C 0.787128 -2.379534 -1.551065 -0.13 0.04 0.36 -1.1783
N -0.541990 -3.693296 0.001616 -0.66 -0.06 0.67 -0.2535
S -1.385789 -3.664541 1.442076 0.16 -0.06 -0.45 1.4292
O -2.316431 -4.751137 1.382445 -0.13 -0.02 -0.19 -0.7581
O -0.509321 -3.578012 2.579252 -0.09 0.31 -0.06 -0.6823
C -2.214699 -2.097903 1.245921 0.41 -0.45 0.21 -0.3046
C -2.894115 -1.852820 0.065462 -0.17 0.16 -0.11 -0.4199
C -3.428565 -0.603263 -0.160047 -0.02 0.11 0.11 -0.5669
C -3.288032 0.407034 0.799918 0.08 -0.33 0.01 0.0621
O -3.745796 1.628967 0.421991 0.01 -0.22 -0.13 -0.4659
C -3.538539 2.739490 1.267702 -0.15 0.21 0.31 -0.6073
C -2.111476 2.988726 1.768928 -0.15 0.02 -0.15 0.5812
O -1.945668 3.404175 2.902045 -0.21 0.10 0.24 -0.6671
N -1.078280 2.758593 0.936249 0.25 0.03 -0.03 0.2969
C -1.155490 2.310105 -0.438898 -0.09 -0.13 -0.50 -0.3303
C 0.156995 2.609901 -1.164664 -0.18 0.16 -0.06 -1.3284
N 1.249361 1.913370 -0.528046 -0.14 0.03 0.12 0.3838
C 2.258530 1.306711 -1.240097 0.15 -0.04 -0.07 0.9640
C 3.053587 0.310678 -0.659303 -0.03 0.08 0.14 -0.4593
C 4.078369 -0.282154 -1.371932 0.06 0.02 -0.07 -0.5273
C 4.337992 0.085592 -2.680550 0.12 -0.10 -0.05 -0.6068
C 3.560788 1.071262 -3.264571 0.01 -0.05 -0.01 -0.6765
C 2.542114 1.680389 -2.559300 -0.12 0.05 -0.06 -0.5951
C 1.133656 1.749385 0.903527 0.01 0.02 0.14 -0.4739
C 0.267179 2.863806 1.472486 0.23 -0.09 0.30 -1.4726
C -2.665575 0.125837 2.014086 -0.20 0.25 -0.08 -0.1844
C -2.117939 -1.129989 2.222940 0.07 -0.17 0.02 -0.2885
H 1.688262 -3.690448 1.527082 0.10 -0.04 0.05 0.3932
H 2.141354 -4.307830 -0.070895 0.07 -0.11 -0.09 0.3788
H 2.686912 -2.707456 0.441254 0.15 0.06 -0.03 0.2706
H 0.319103 -1.921697 0.501459 0.17 0.07 -0.11 -0.4652
H -0.134644 -1.954032 -1.938866 -0.10 0.06 -0.09 0.2928
H 1.051054 -3.243111 -2.156320 0.05 -0.13 -0.13 0.3920
H 1.580256 -1.640540 -1.629818 0.08 0.02 -0.07 0.1522
H -0.353666 -4.635443 -0.305620 -0.15 -0.31 0.06 0.3468
H -2.973632 -2.641403 -0.664460 -0.04 -0.02 -0.19 0.4345
H -3.943046 -0.366985 -1.077972 -0.05 0.00 -0.12 0.4630
H -3.863318 3.605306 0.681004 0.05 -0.09 0.12 0.3582
H -4.172190 2.675909 2.161654 0.18 0.01 -0.13 0.3357
H -1.981222 2.811984 -0.948359 0.09 -0.09 -0.02 0.6121
H -1.328979 1.227021 -0.483404 0.00 0.12 -0.07 -0.0459
H 0.056090 2.262405 -2.195023 -0.03 0.06 0.08 0.7259
H 0.331103 3.695883 -1.183808 -0.07 -0.06 -0.12 0.2023
H 2.865978 -0.014136 0.351633 -0.05 -0.03 0.13 0.3332
H 4.675818 -1.047945 -0.898318 0.04 -0.07 0.05 0.3516
H 5.136135 -0.383690 -3.234161 0.07 -0.04 -0.05 0.3979
H 3.756325 1.380848 -4.280940 0.01 0.03 -0.08 0.3830
H 1.979524 2.468649 -3.034615 -0.06 0.08 -0.02 0.4109
H 0.690754 0.775422 1.168461 0.08 0.04 0.08 0.0326
H 2.127903 1.810266 1.355362 -0.08 -0.04 0.02 0.7915
H 0.698522 3.840129 1.225838 0.02 -0.06 0.08 0.2461
H 0.197803 2.789031 2.559714 0.07 0.02 -0.17 0.5200
H -2.587903 0.871208 2.788587 0.01 0.08 0.11 0.5254
H -1.595897 -1.365196 3.137016 0.07 0.05 0.13 0.5269
```
Forces are in eV/Å.